A | Molecular formula: C4H14N3
Method: DFT, wB97M-V/def2-TZVPD

The geometry in XYZ format:
```
21
C4H14N3 wB97M-V/def2-TZVPD
C -1.70054 -0.03295 -1.47470
C -0.46873 -0.49266 -1.85450
N 0.66325 0.36042 -1.45465
N -2.94306 -0.67118 -1.63630
H -1.75915 0.90619 -0.88757
H -0.29872 -1.41293 -2.40606
H 1.26129 0.67908 -2.19884
H 0.35353 1.19761 -0.89870
H 1.24434 -0.10676 -0.74708
H -2.91857 -1.58705 -2.13683
H -3.56140 -0.67265 -0.83196
C 1.08530 -0.83378 1.35470
C 1.81417 0.46223 1.78569
N 1.14393 1.08235 2.93048
H 0.05009 -0.68186 1.10718
H 1.46479 -1.28570 0.39587
H 1.14135 -1.63213 2.09140
H 2.82700 0.16615 2.10002
H 2.00866 1.09874 0.95813
H 1.55593 1.98616 3.17688
H 0.20087 1.32699 2.53365
```

As for the expectation value of S²: 0.754. As for the spin multiplicity: 2. Its net charge is 0. For the LUMO energy (alpha / beta), the calculation gives 0.4 / 0.3 eV.

Atom charges from the natural (NBO) analysis, given in e for atoms 1 to 8: -0.258 -0.483 -0.669 -0.855 0.136 0.199 0.399 0.415



B | Molecular formula: C4H14N3
Method: DFT, wB97M-V/def2-TZVPD

The geometry in XYZ format:
```
21
C4H14N3 wB97M-V/def2-TZVPD
C -0.54253 -0.60480 2.95708
C 0.33043 -0.91581 1.73894
N -0.38782 -1.53818 0.64795
H -0.89338 -1.49620 3.46527
H 0.01396 0.02637 3.65229
H -1.41491 -0.03802 2.62008
H 0.80557 0.03390 1.45722
H 1.16991 -1.57140 1.98222
H -1.17034 -1.07727 0.23953
H -0.06843 -2.39997 0.26605
C 0.05090 2.09958 -0.58178
N 0.29309 0.79453 -1.15869
C 0.14217 0.59226 -2.50380
N 0.51712 -0.57037 -3.15376
H 0.99713 2.57859 -0.30737
H -0.58877 2.02148 0.30127
H -0.47498 2.72893 -1.30272
H 0.43957 0.05535 -0.48280
H -0.33398 1.35629 -3.09841
H 1.06651 -1.29347 -2.73174
H 0.04877 -0.78181 -4.00683
```

As for the expectation value of S²: 0.753. As for the spin multiplicity: 2. Its net charge is 0. For the LUMO energy (alpha / beta), the calculation gives 1.1 / 1.0 eV.

Atom charges from the natural (NBO) analysis, given in e for atoms 1 to 8: -0.611 -0.212 -0.894 0.208 0.206 0.200 0.155 0.194



Which of them is least stable? Easy: A.



A | Molecular formula: C2H16O6
Method: DFT, wB97M-V/def2-TZVPD

The geometry in XYZ format:
```
24
C2H16O6 wB97M-V/def2-TZVPD
C -0.96258 -2.56011 0.35071
C 0.32116 -2.49596 0.15871
H -1.66597 -1.83474 0.79310
H -1.59633 -3.41230 0.02036
H 0.85892 -1.59165 0.32995
H 0.82257 -3.33512 -0.19861
H 0.94752 0.94605 -0.98332
H 1.96034 2.16654 -0.88727
O 1.92001 1.17101 -0.97567
H -0.16048 -0.55352 -2.55093
H -1.47611 -0.08963 -2.24838
O -0.57844 0.20599 -2.35385
H -0.86022 -0.94829 1.87519
H 0.29395 0.05638 2.04523
O -0.66509 -0.07911 2.27320
H 0.22388 2.82696 -1.75837
H -0.43932 2.18808 -0.67004
O 0.16959 2.90687 -0.84852
H 2.69977 0.41317 1.99938
H 1.87177 0.48734 0.56781
O 1.85431 0.22462 1.51217
H -2.33154 1.68898 0.31196
H -1.39047 0.67271 1.04742
O -1.81725 0.94573 0.18976
```

Its net charge is 0. For the LUMO energy, the calculation gives 0.6 eV.

Atom charges from the natural (NBO) analysis, given in e for atoms 1 to 8: -0.394 -0.387 0.182 0.195 0.207 0.200 0.496 0.509



B | Molecular formula: C2H16O6
Method: DFT, wB97M-V/def2-TZVPD

The geometry in XYZ format:
```
24
C2H16O6 wB97M-V/def2-TZVPD
C 0.59292 2.46950 2.57044
O 1.66136 2.06204 1.76050
H 0.93913 3.39923 3.02194
H -0.28865 2.62290 1.94803
H 0.36034 1.81729 3.41223
H 1.43967 2.16742 0.83243
C 1.02978 -3.52339 -1.26647
O 1.52195 -2.75371 -0.17229
H 1.07143 -2.95863 -2.19782
H 1.50786 -4.49276 -1.40739
H -0.00290 -3.81983 -1.08257
H 0.96150 -1.97441 -0.15881
O -2.63230 0.86901 -0.73193
H -3.48267 1.25888 -0.52922
H -2.34190 1.32417 -1.52234
O 1.22647 2.16686 -0.93730
H 2.18034 2.10931 -0.99281
H 0.99219 2.86513 -1.54865
O -2.24028 -2.11114 -0.00006
H -1.34072 -1.78405 0.00351
H -2.74053 -1.43272 -0.45361
O -0.10709 -0.45337 -0.03354
H -0.90845 0.03239 -0.22870
H 0.60056 0.13987 -0.28559
```

Its net charge is 0. For the LUMO energy, the calculation gives -0.3 eV.

Atom charges from the natural (NBO) analysis, given in e for atoms 1 to 8: -0.240 -0.754 0.160 0.159 0.176 0.479 -0.258 -0.738



C | Molecular formula: C2H16O6
Method: DFT, wB97M-V/def2-TZVPD

The geometry in XYZ format:
```
24
C2H16O6 wB97M-V/def2-TZVPD
C 4.04327 4.92533 7.21072
O 3.93550 6.33319 7.35323
H 3.78271 4.65909 6.22296
H 5.05601 4.52171 7.42851
H 3.34070 4.38450 7.90386
H 3.72024 6.62476 6.43178
C 7.08484 8.31832 4.24063
O 6.14096 8.66096 5.25502
H 6.97078 9.01112 3.37879
H 8.08675 8.33624 4.66966
H 6.95805 7.26304 3.85789
H 5.29697 8.24237 5.00774
O 8.11922 4.10645 7.29878
H 8.10547 3.62691 8.11698
H 8.06636 5.01466 7.58858
O 6.90932 7.04198 7.39988
H 6.02570 6.75434 7.24633
H 6.94301 7.86040 6.92777
O 7.14528 5.50685 4.99537
H 7.31722 4.56905 5.29226
H 7.30882 5.96190 5.84796
O 4.20265 5.88875 4.47808
H 5.09681 5.59503 4.73691
H 4.11607 5.70399 3.55796
```

Its net charge is 0. For the LUMO energy, the calculation gives 0.5 eV.

Atom charges from the natural (NBO) analysis, given in e for atoms 1 to 8: -0.269 -0.746 0.194 0.162 0.170 0.490 -0.273 -0.755



Which of them is least stable? Easy: A.



A | Molecular formula: C9H14FN2
Method: DFT, wB97M-V/def2-TZVPD

The geometry in XYZ format:
```
26
C9H14FN2 wB97M-V/def2-TZVPD
C 0.65503 1.20702 0.28073
C 0.91140 1.23571 -1.05632
C -2.25092 1.49813 1.08636
C -0.20554 0.23459 1.08700
C 0.05694 0.63985 -2.05884
C 0.15279 0.45872 -3.56119
C -0.15990 -2.24328 1.29439
C 1.96806 -1.13847 1.30137
C 0.53291 -1.00390 1.65922
N -1.38053 0.52826 1.39666
N -2.98543 1.67266 0.08414
F -1.13211 0.15543 -1.66115
H 1.41648 1.74263 0.91227
H 1.56406 1.87573 -1.59943
H -2.27166 2.13066 2.04006
H 1.01201 0.97386 -3.85554
H -0.79202 0.61364 -3.97848
H 0.28435 -0.63124 -3.62425
H -1.21027 -2.37681 1.64226
H 0.44338 -3.07774 1.61140
H -0.44673 -2.42178 0.25821
H 2.66722 -0.30421 1.61879
H 2.01233 -1.44889 0.32596
H 2.29116 -1.96011 1.97737
H 0.38066 -0.82856 2.66985
H -3.51368 2.46810 0.14917
```

Its net charge is +1. For the LUMO energy, the calculation gives -6.6 eV.

Atom charges from the natural (NBO) analysis, given in e for atoms 1 to 8: 0.080 -0.416 0.255 0.294 0.794 -0.703 -0.622 -0.619



B | Molecular formula: C9H14FN2
Method: DFT, wB97M-V/def2-TZVPD

The geometry in XYZ format:
```
26
C9H14FN2 wB97M-V/def2-TZVPD
C 1.81873 -1.26159 -2.49450
C 1.77629 -0.71395 -1.22389
C 0.53521 -1.52306 -2.93694
C 0.42471 -0.67276 -0.92755
C -2.36597 1.28227 -0.44784
C -2.12398 1.72448 0.94764
C -0.98929 1.26000 0.08631
C 0.76795 0.21233 1.48202
C -0.20831 -0.03222 0.28269
N -0.32841 -1.14620 -1.98389
N 1.24687 -1.06722 2.03260
F -1.07041 -1.02426 0.77055
H 2.72984 -1.47604 -3.06634
H 2.56656 -0.06995 -0.79321
H 0.20199 -2.21213 -3.70140
H -2.91067 0.35494 -0.62393
H -2.80174 1.90700 -1.17977
H -2.14307 2.78666 1.06999
H -2.67243 1.19873 1.69740
H -0.26651 2.02527 -0.14583
H 0.49723 0.90228 2.26254
H 1.55432 0.69949 1.00087
H -1.36006 -1.03952 -2.11408
H 1.68768 -1.75655 1.34193
H 0.59974 -1.69697 2.39462
H 1.89679 -0.81964 2.89137
```

Its net charge is +1. For the LUMO energy, the calculation gives -3.5 eV.

Atom charges from the natural (NBO) analysis, given in e for atoms 1 to 8: -0.291 -0.331 -0.033 0.055 -0.415 -0.418 -0.275 -0.254



Which of them is least stable? Easy: A.